Entry 1:
Here is a cluster of 8 separate species, C5H29N2O7 in total from OMol25. Energies are from ωB97M-V/def2-TZVPD.

Results
Calculated total energy ... -22962.863 eV

Geometry as ORCA input:
```
! wB97M-V def2-TZVPD RIJCOSX def2/J DEFGRID3
* xyz 1 1
N 1.64 -0.11 -1.64
C 0.45 -0.04 -2.53
C 0.58 -0.60 -3.93
C -0.62 -0.79 -1.77
N -0.72 -0.15 -0.42
C -1.42 -1.04 0.51
C -1.77 -0.36 1.82
H 2.44 0.40 -1.98
H 1.19 -0.02 -0.70
H 1.91 -1.10 -1.54
H 0.16 1.01 -2.52
H -0.41 -0.70 -4.37
H 0.97 -1.62 -3.92
H 1.18 0.01 -4.61
H -1.65 -0.81 -2.14
H -0.37 -1.82 -1.59
H -1.16 0.75 -0.56
H -2.32 -1.50 0.09
H -0.67 -1.79 0.72
H -2.14 0.66 1.71
H -1.00 -0.42 2.60
H -2.62 -0.87 2.28
H 0.89 -4.10 -0.53
H 0.62 -4.10 -2.00
O 1.07 -3.57 -1.32
H -2.68 2.45 -0.01
H -4.10 2.32 0.34
O -3.24 1.91 0.56
H 1.54 -0.89 1.08
H 2.48 -2.02 1.39
O 2.07 -1.57 0.65
H -2.26 2.83 3.58
H -2.78 2.69 2.17
O -1.98 2.89 2.67
H 3.19 3.20 -1.06
H 2.39 2.55 0.13
O 2.90 2.36 -0.67
H 0.10 0.95 1.90
H -0.12 2.27 2.57
O 0.60 1.71 2.23
H 1.94 0.41 3.34
H 1.87 -0.83 4.18
O 1.84 -0.56 3.25
*
```



Entry 2:
Here is a structure of composition C39H43BrN9O4Sn from OMol25. Energies are from ωB97M-V/def2-TZVPD.

Results
Calculated total energy ... -138608.686 eV

Geometry as ORCA input:
```
! wB97M-V def2-TZVPD RIJCOSX def2/J DEFGRID3
* xyz 1 1
Sn -0.04 -0.67 0.01
O -1.07 -2.29 -1.51
C -0.57 -2.95 -2.42
C 0.81 -2.98 -2.82
C 1.13 -3.80 -3.92
C 2.43 -3.91 -4.33
C 3.46 -3.23 -3.67
C 3.17 -2.43 -2.60
C 1.84 -2.26 -2.14
O 1.62 -1.48 -1.14
N 2.75 -4.75 -5.48
O 3.91 -4.85 -5.79
O 1.83 -5.30 -6.04
H -1.23 -3.60 -3.02
H 0.36 -4.34 -4.44
H 4.48 -3.36 -4.02
H 3.95 -1.90 -2.07
Br -5.16 -6.09 2.03
C -3.59 -5.04 1.97
C -2.49 -5.40 2.73
C -1.35 -4.62 2.69
C -1.30 -3.48 1.89
C -2.42 -3.13 1.15
C -3.57 -3.90 1.18
N -0.18 -2.61 1.81
C 0.88 -2.82 2.48
C 2.02 -1.89 2.47
C 3.13 -2.18 3.24
C 4.18 -1.27 3.28
C 4.06 -0.10 2.56
C 2.91 0.11 1.81
N 1.91 -0.76 1.75
H -2.52 -6.28 3.35
H -0.51 -4.93 3.29
H -2.41 -2.24 0.54
H -4.43 -3.62 0.60
H 1.00 -3.69 3.13
H 3.18 -3.10 3.80
H 5.06 -1.47 3.88
H 4.85 0.65 2.56
H 2.79 1.01 1.23
C -5.02 3.18 -1.84
N -4.03 2.78 -0.86
C -4.24 3.33 0.46
C -3.02 1.91 -1.15
N -2.40 1.13 -0.33
C -2.94 0.71 0.89
C -4.18 0.11 0.92
C -4.71 -0.45 2.09
C -3.97 -0.46 3.23
C -2.67 0.10 3.25
C -1.92 0.04 4.45
C -0.66 0.57 4.51
C -0.13 1.21 3.38
C -0.83 1.32 2.20
N -0.21 1.92 1.09
C 0.36 3.07 1.18
N 0.13 4.00 2.17
C 1.23 4.66 2.84
C -1.13 4.05 2.88
N 1.23 3.48 0.21
C 1.70 2.58 -0.81
C 1.38 4.88 -0.15
C -2.13 0.72 2.09
N -2.63 1.91 -2.49
C -1.83 0.78 -2.92
C -2.15 3.18 -3.01
H -6.02 2.99 -1.44
H -4.90 2.61 -2.76
H -4.95 4.25 -2.07
H -4.46 4.40 0.36
H -3.35 3.22 1.07
H -5.08 2.85 0.98
H -4.74 0.08 -0.01
H -5.70 -0.88 2.07
H -4.36 -0.91 4.14
H -2.36 -0.45 5.31
H -0.08 0.51 5.42
H 0.87 1.63 3.42
H 2.17 4.45 2.34
H 1.30 4.31 3.88
H 1.08 5.75 2.87
H -1.92 3.59 2.28
H -1.40 5.10 3.04
H -1.09 3.55 3.85
H 1.72 1.56 -0.44
H 2.71 2.86 -1.11
H 1.06 2.60 -1.70
H 0.74 5.51 0.46
H 1.09 5.02 -1.20
H 2.42 5.21 -0.05
H -2.29 -0.15 -2.58
H -0.80 0.82 -2.54
H -1.79 0.78 -4.01
H -2.82 3.99 -2.75
H -2.08 3.12 -4.09
H -1.15 3.42 -2.61
*
```



Entry 3:
Here is a cluster of 2 separate species, CH6NS in total from OMol25. Energies are from ωB97M-V/def2-TZVPD.

Results
Calculated total energy ... -13459.873 eV

Geometry as ORCA input:
```
! wB97M-V def2-TZVPD RIJCOSX def2/J DEFGRID3
* xyz -1 1
S 2.79 2.58 0.14
H 2.99 3.61 -0.72
C -1.02 -1.32 -0.19
N -0.86 -0.07 0.43
H -2.04 -1.82 -0.12
H -0.21 -2.12 0.27
H -0.69 -1.38 -1.27
H -0.88 0.05 1.42
H -0.09 0.47 0.06
*
```



Entry 4:
Here is a structure of composition C38H30OPPtS2 from OMol25. Energies are from ωB97M-V/def2-TZVPD.

Results
Calculated total energy ... -76147.354 eV

Geometry as ORCA input:
```
! wB97M-V def2-TZVPD RIJCOSX def2/J DEFGRID3
* xyz -1 1
Pt -0.51 0.07 -0.98
C 4.25 -0.58 4.04
C 4.69 -0.67 2.73
C 3.84 -0.35 1.67
C 2.55 0.09 1.92
C 2.11 0.16 3.25
C 2.96 -0.16 4.30
P 1.31 0.48 0.61
C 2.39 0.03 -0.81
C 3.27 0.93 -1.40
C 4.15 0.51 -2.40
C 4.16 -0.81 -2.81
C 3.28 -1.72 -2.23
C 2.40 -1.31 -1.24
C 1.37 2.32 0.58
C 2.20 3.07 1.37
C 2.15 4.49 1.33
C 1.27 5.12 0.50
C 0.40 4.37 -0.34
C -0.50 5.00 -1.23
C -1.33 4.25 -2.00
C -1.31 2.83 -1.92
C -0.44 2.16 -1.10
C 0.44 2.95 -0.29
H 4.91 -0.86 4.86
H 5.71 -1.00 2.51
H 4.20 -0.43 0.65
H 1.10 0.49 3.45
H 2.61 -0.08 5.32
H 3.28 1.96 -1.06
H 4.82 1.23 -2.86
H 4.84 -1.14 -3.58
H 3.27 -2.75 -2.57
H 1.73 -2.02 -0.77
H 2.91 2.58 2.03
H 2.82 5.06 1.96
H 1.22 6.20 0.47
H -0.51 6.09 -1.28
H -2.01 4.73 -2.70
H -2.01 2.27 -2.53
C 0.73 1.68 -3.92
O 1.14 0.49 -4.60
C 0.54 -0.69 -4.38
S 1.03 -1.96 -5.33
S -0.74 -0.91 -3.22
H 1.07 2.51 -4.53
H 1.18 1.73 -2.94
H -0.35 1.71 -3.81
C -5.16 -5.39 0.42
C -4.38 -4.74 1.37
C -3.46 -3.77 0.99
C -3.29 -3.42 -0.35
C -4.08 -4.09 -1.30
C -5.01 -5.05 -0.92
C -2.28 -2.43 -0.83
C -1.85 -1.33 -0.20
C -2.45 -0.85 1.07
C -1.69 -0.70 2.23
C -2.27 -0.25 3.42
C -3.62 0.07 3.46
C -4.39 -0.06 2.31
C -3.80 -0.52 1.13
H -5.87 -6.15 0.72
H -4.48 -5.00 2.42
H -2.85 -3.28 1.74
H -3.96 -3.83 -2.35
H -5.61 -5.55 -1.68
H -1.88 -2.67 -1.81
H -0.64 -0.94 2.20
H -1.66 -0.15 4.31
H -4.07 0.43 4.38
H -5.45 0.17 2.33
H -4.40 -0.63 0.23
*
```



Entry 5:
Here is a cluster of 11 separate species, C22H66O11 in total from OMol25. Energies are from ωB97M-V/def2-TZVPD.

Results
Calculated total energy ... -46404.796 eV

Geometry as ORCA input:
```
! wB97M-V def2-TZVPD RIJCOSX def2/J DEFGRID3
* xyz 0 1
C -1.44 5.60 -3.50
C -0.69 4.31 -3.76
O -0.48 3.57 -2.56
H -0.80 6.24 -2.90
H -2.39 5.45 -3.00
H -1.67 6.10 -4.45
H 0.27 4.49 -4.25
H -1.21 3.65 -4.47
H -1.31 3.08 -2.37
C -0.80 -1.69 -3.90
C -1.45 -0.85 -2.83
O -2.80 -0.46 -3.19
H 0.10 -2.17 -3.51
H -0.51 -1.10 -4.77
H -1.49 -2.46 -4.27
H -0.91 0.07 -2.64
H -1.53 -1.44 -1.91
H -3.12 -1.01 -3.91
C -2.53 -3.56 0.20
C -3.65 -3.91 -0.76
O -4.62 -4.70 -0.06
H -1.75 -3.01 -0.31
H -2.17 -4.47 0.68
H -2.95 -3.00 1.05
H -3.22 -4.51 -1.57
H -4.14 -3.02 -1.17
H -5.14 -5.20 -0.69
C -1.53 2.18 3.03
C -2.53 1.21 2.41
O -3.71 1.15 3.21
H -0.92 1.71 3.80
H -2.11 3.00 3.45
H -0.85 2.61 2.29
H -2.13 0.21 2.26
H -2.80 1.60 1.42
H -4.45 1.50 2.72
C 0.12 1.15 -0.39
C 0.83 -0.17 -0.50
O 0.05 -1.22 0.10
H 0.13 1.53 0.63
H -0.93 1.01 -0.65
H 0.56 1.91 -1.04
H 1.84 -0.19 -0.09
H 0.88 -0.46 -1.56
H 0.24 -1.25 1.05
C -3.78 3.65 -0.65
C -3.88 2.33 -1.36
O -2.71 2.12 -2.18
H -2.83 3.77 -0.12
H -4.53 3.68 0.15
H -3.91 4.46 -1.36
H -4.77 2.26 -1.99
H -3.97 1.49 -0.66
H -2.82 1.23 -2.56
C 0.15 -2.25 5.03
C -0.40 -1.59 3.79
O 0.44 -1.68 2.67
H -0.47 -2.12 5.91
H 1.16 -1.89 5.27
H 0.33 -3.31 4.83
H -0.73 -0.57 3.99
H -1.33 -2.14 3.58
H 0.82 -2.57 2.60
C 3.62 -4.18 -1.61
C 2.49 -3.24 -1.98
O 1.42 -3.37 -1.04
H 4.50 -3.98 -2.23
H 3.31 -5.21 -1.75
H 3.94 -4.04 -0.58
H 2.12 -3.58 -2.96
H 2.85 -2.22 -2.08
H 0.97 -2.52 -0.97
C 3.93 -4.34 2.23
C 2.67 -4.87 1.56
O 1.58 -3.96 1.72
H 4.32 -3.48 1.68
H 4.66 -5.15 2.18
H 3.78 -4.02 3.26
H 2.37 -5.83 2.00
H 2.87 -5.07 0.51
H 1.29 -3.71 0.83
C 3.87 -0.06 2.84
C 2.68 0.63 3.46
O 2.66 2.00 3.03
H 4.78 0.52 3.01
H 3.72 -0.12 1.76
H 4.02 -1.06 3.24
H 2.71 0.58 4.55
H 1.76 0.15 3.12
H 1.99 2.12 2.35
C 3.41 5.26 -1.51
C 1.94 5.67 -1.25
O 1.20 4.63 -0.65
H 4.06 6.08 -1.20
H 3.63 5.09 -2.57
H 3.66 4.33 -1.01
H 1.48 5.95 -2.21
H 1.92 6.55 -0.61
H 0.76 4.12 -1.34
*
```



Entry 6:
Here is a cluster of 9 separate species, C40H60F4O13S4 in total from OMol25. Energies are from ωB97M-V/def2-TZVPD.

Results
Calculated total energy ... -123275.211 eV

Geometry as ORCA input:
```
! wB97M-V def2-TZVPD RIJCOSX def2/J DEFGRID3
* xyz -1 2
C 6.42 2.51 2.39
C 4.91 2.82 2.54
C 4.22 1.90 1.51
O 5.22 1.64 0.56
C 6.50 2.17 0.88
H 6.84 1.63 2.89
H 6.99 3.38 2.73
H 4.75 3.84 2.20
H 4.36 2.62 3.46
H 3.40 2.41 1.00
H 3.96 0.89 1.82
H 6.72 2.91 0.11
H 7.23 1.37 0.72
O 7.62 -2.30 -3.22
S 6.53 -1.53 -2.61
O 5.26 -1.51 -3.35
O 6.29 -1.97 -1.01
C 5.01 -1.68 -0.43
C 4.80 -2.38 0.90
C 7.07 0.21 -2.38
H 4.28 -2.05 -1.15
H 4.88 -0.59 -0.43
H 3.76 -2.30 1.24
H 5.29 -1.88 1.74
H 5.22 -3.38 0.95
H 7.77 0.51 -3.16
H 7.52 0.39 -1.40
H 6.16 0.81 -2.30
O -0.94 -4.26 -0.92
S 0.57 -4.22 -0.86
O 1.35 -5.28 -1.57
O 0.97 -2.71 -1.36
C 0.77 -2.49 -2.75
C 2.05 -2.14 -3.47
C 1.17 -4.05 0.90
H 0.02 -1.74 -3.00
H 0.46 -3.36 -3.33
H 2.61 -1.29 -3.08
H 1.87 -2.08 -4.54
H 2.75 -2.97 -3.35
H 2.26 -4.07 0.89
H 0.63 -4.89 1.33
H 0.82 -3.11 1.31
O 1.49 -0.92 0.95
S 0.66 -0.05 0.15
O 1.04 0.35 -1.21
O -0.80 -0.89 0.02
C -1.94 -0.37 -0.69
C -3.29 -0.61 0.05
C 0.04 1.47 1.17
H -1.88 -0.95 -1.61
H -1.78 0.63 -1.11
H -3.43 -1.51 0.64
H -4.01 -0.50 -0.76
H -3.58 0.20 0.72
H -0.68 1.92 0.50
H 0.86 2.17 1.29
H -0.48 1.09 2.05
O -6.52 -1.67 -2.53
S -7.46 -2.35 -1.67
O -7.56 -3.82 -1.70
O -7.28 -1.86 -0.12
C -6.27 -2.50 0.59
C -6.23 -1.75 1.92
C -9.15 -1.68 -1.94
H -5.28 -2.43 0.13
H -6.39 -3.58 0.69
H -7.05 -2.03 2.59
H -6.30 -0.67 1.78
H -5.28 -1.96 2.40
H -9.60 -2.28 -2.73
H -9.10 -0.60 -2.10
H -9.65 -1.78 -0.98
F 0.58 1.34 5.73
C -0.43 0.55 5.31
C -1.62 0.49 6.05
C -2.60 -0.41 5.67
C -2.37 -1.34 4.63
C -1.24 -1.21 3.80
C -0.24 -0.31 4.14
H -1.77 1.18 6.87
H -3.52 -0.41 6.25
H -3.00 -2.18 4.39
H -1.12 -1.92 3.00
H 0.67 -0.21 3.55
F 0.53 4.54 -1.66
C -0.48 3.85 -2.30
C -1.71 4.46 -2.36
C -2.72 3.78 -3.06
C -2.49 2.54 -3.66
C -1.21 1.95 -3.58
C -0.18 2.63 -2.94
H -1.82 5.45 -1.94
H -3.69 4.26 -2.98
H -3.26 2.00 -4.20
H -1.06 0.92 -3.87
H 0.85 2.33 -2.85
F -1.83 -5.03 -4.26
C -2.26 -3.81 -4.63
C -2.89 -2.95 -3.72
C -3.18 -1.63 -4.10
C -2.99 -1.22 -5.44
C -2.35 -2.01 -6.34
C -1.97 -3.31 -5.94
H -3.04 -3.21 -2.68
H -3.65 -0.86 -3.52
H -3.28 -0.21 -5.68
H -2.15 -1.57 -7.30
H -1.44 -3.92 -6.66
F 0.94 5.14 7.33
C 1.23 5.07 5.98
C 2.08 5.99 5.45
C 2.21 6.08 4.03
C 1.39 5.33 3.21
C 0.58 4.36 3.72
C 0.49 4.25 5.10
H 2.56 6.67 6.13
H 2.87 6.85 3.65
H 1.38 5.41 2.13
H -0.04 3.79 3.04
H -0.24 3.62 5.58
*
```



Strongest force on any atom per entry: 0.0477, 0.0094, 0.0804, 0.0387, 0.0368, 0.0745 hartree/bohr